Computed, not measured: a structure of composition C56H44Cl2MgN4O2P2SeSi, with ωB97M-V with the def2-TZVPD basis set.

The HOMO-LUMO gap is 5.4070 eV. The electronic energy comes out at -7024.16102 a.u. The LUMO energy comes out at -1.38 eV. The value obtained for the energy relative to the best compared isomer or geometry (same formula, charge and spin) is 0.0 kcal/mol. The molar mass comes out at 1069.2 g/mol.

Atoms and positions in Å:
Mg1 1.147263 -0.057330 0.529128
C1 0.626991 -3.446954 -1.335900
Si1 0.217325 -1.590803 -1.369870
C2 1.132694 -0.950769 -2.935978
C3 2.111357 -1.708523 -3.586018
C4 2.795771 -1.223793 -4.691076
C5 2.513557 0.042519 -5.186383
C6 1.548446 0.813780 -4.560747
C7 0.871642 0.329961 -3.443303
P1 -0.413476 1.333939 -2.603380
C8 -1.335090 2.021215 -4.034964
C9 -2.439331 1.280873 -4.459128
C10 -3.193109 1.688988 -5.549666
C11 -2.857782 2.851485 -6.228194
C12 -1.762696 3.597821 -5.814570
C13 -1.004785 3.184774 -4.728332
C14 0.540954 2.775085 -1.997677
C15 1.887091 2.676638 -1.652775
C16 2.530596 3.733232 -1.017159
C17 1.851190 4.906852 -0.736555
C18 0.508807 5.019341 -1.081849
C19 -0.143033 3.957502 -1.687325
C20 -1.599671 -1.617000 -2.034001
C21 -1.776649 -2.083818 -3.344279
C22 -3.022667 -2.154369 -3.943486
C23 -4.150961 -1.745445 -3.241254
C24 -4.008159 -1.287007 -1.943747
C25 -2.750829 -1.224516 -1.336384
P2 -2.588855 -0.665787 0.404537
C26 -3.914987 -1.646122 1.219000
C27 -5.236238 -1.236720 1.391569
C28 -6.158217 -2.068156 2.010751
C29 -5.775604 -3.323882 2.462033
C30 -4.463014 -3.741705 2.299098
C31 -3.539940 -2.902991 1.691293
C32 -3.344630 1.005036 0.390279
C33 -3.672851 1.584441 1.620205
C34 -4.144021 2.885595 1.692108
C35 -4.279084 3.642112 0.532503
C36 -3.944753 3.082060 -0.691247
C37 -3.484824 1.772253 -0.761086
H1 0.357786 -3.942971 -2.272362
H2 0.069600 -3.932359 -0.530851
H3 1.688883 -3.623206 -1.147490
H4 2.348180 -2.701553 -3.222316
H5 3.548097 -1.837803 -5.171323
H6 3.037543 0.422534 -6.054274
H7 1.315130 1.799508 -4.947526
H8 -2.705224 0.366407 -3.936936
H9 -4.043175 1.097211 -5.864788
H10 -3.445658 3.174994 -7.077568
H11 -1.492418 4.502819 -6.344067
H12 -0.151210 3.775056 -4.419599
H13 2.435786 1.768342 -1.866675
H14 3.576082 3.635286 -0.751375
H15 2.358949 5.729606 -0.250209
H16 -0.032400 5.933197 -0.867721
H17 -1.196813 4.046777 -1.934151
H18 -0.906264 -2.384868 -3.918637
H19 -3.114923 -2.521135 -4.958732
H20 -5.131544 -1.788681 -3.698784
H21 -4.886664 -0.973859 -1.392989
H22 -5.548088 -0.257966 1.047583
H23 -7.180509 -1.734884 2.138564
H24 -6.497217 -3.971653 2.942924
H25 -4.155088 -4.717768 2.651943
H26 -2.510876 -3.226544 1.576024
H27 -3.566642 1.002117 2.530675
H28 -4.394834 3.316145 2.653461
H29 -4.644392 4.659802 0.587177
H30 -4.047478 3.658653 -1.603531
H31 -3.234733 1.347311 -1.722793
Se1 -0.619872 3.332771 1.482567
N1 -0.913791 3.200422 3.211980
C38 -0.707633 1.940982 3.546467
C39 -0.765558 1.376386 4.856011
C40 -0.416716 0.073551 4.985051
C41 0.005700 -0.691473 3.846350
N2 0.040220 -0.233866 2.630878
C42 -0.333826 1.072220 2.475185
N3 -0.244667 1.618123 1.273697
H32 -1.060013 1.989220 5.697086
H33 -0.423267 -0.416491 5.949022
H34 0.315340 -1.720724 3.994409
Cl1 2.748456 -2.922504 1.585539
C43 2.614228 -2.878208 3.309412
C44 1.835858 -3.833094 3.941203
C45 1.565008 -3.716406 5.296352
C46 2.059566 -2.634163 6.006766
C47 2.866453 -1.708289 5.368324
Cl2 3.470528 -0.353757 6.270504
C48 3.201565 -1.814796 4.012943
N4 4.007270 -0.880295 3.388343
C49 5.136379 -1.192327 2.615666
C50 5.808534 -2.397571 2.787299
C51 6.908081 -2.702633 2.002220
C52 7.357140 -1.799429 1.052181
C53 6.690773 -0.593069 0.893511
C54 5.580371 -0.272044 1.660126
C55 4.830498 1.019078 1.446406
C56 3.385569 0.746029 1.066244
O1 2.454163 1.088000 1.841880
O2 3.137128 0.134582 -0.008317
H35 1.415615 -4.638147 3.354650
H36 0.952248 -4.456221 5.792370
H37 1.842763 -2.508462 7.058436
H38 3.868944 0.081464 3.654495
H39 5.462985 -3.097721 3.538054
H40 7.416847 -3.647686 2.140870
H41 8.214540 -2.031845 0.435190
H42 7.026035 0.112833 0.143185
H43 5.301556 1.578844 0.637203
H44 4.836666 1.646393 2.340421

Forces on atoms 1 to 2 (eV/Å):
-0.2 0.0 0.1
0.0 0.0 0.1

***

Computed, not measured: a cluster of 4 separate species, C56H45F4I2N2O6 in total in a non-equilibrium geometry, with ωB97M-V with the def2-TZVPD basis set.

The HOMO-LUMO gap is 6.0482 eV. The electronic energy comes out at -3716.20646 a.u. The LUMO energy comes out at -4.67 eV. As for the total charge: +1. The molar mass comes out at 1171.8 g/mol.

Atoms and positions in Å:
C1 -5.381039 -3.718942 1.209460
C2 -5.503237 -5.283313 0.631555
C3 -4.924732 -6.378009 1.710765
C4 -4.004839 -7.580492 1.000501
C5 -2.647122 -6.880049 0.321019
C6 -1.246583 -7.371625 1.061507
N1 -1.082080 -6.494480 2.283175
C7 -1.617606 -6.876094 3.678010
N2 -1.218880 -5.781411 4.642640
C8 -1.413390 -5.603039 6.131959
F1 -0.261836 -4.742710 6.597479
F2 -2.659346 -4.834100 6.419326
C9 -1.299741 -6.999805 7.001934
F3 -1.031743 -6.588501 8.430410
F4 -0.138183 -7.852712 6.611152
C10 -0.485813 -4.688764 3.896821
C11 -0.386200 -5.152192 2.327523
C12 0.381910 -4.258139 1.187875
I1 -0.906175 -3.475250 -0.402611
C13 1.714165 -5.050741 0.560148
C14 3.003458 -4.010457 0.721029
I2 1.347894 -5.567797 -1.559365
H1 -6.415082 -3.375457 1.677337
H2 -4.526833 -3.593773 2.004096
H3 -5.121396 -2.951548 0.334925
H4 -6.602366 -5.476511 0.273103
H5 -4.834958 -5.283830 -0.355715
H6 -5.847292 -6.807588 2.301609
H7 -4.192580 -5.784487 2.439738
H8 -4.705566 -8.015894 0.139735
H9 -3.713669 -8.420882 1.782985
H10 -2.557969 -7.084443 -0.827895
H11 -2.747813 -5.722387 0.589472
H12 -0.311301 -7.369853 0.343109
H13 -1.386386 -8.500191 1.422360
H14 -2.225243 -7.824525 3.995198
H15 -2.295952 -7.621578 7.016277
H16 -0.035622 -3.672107 4.261355
H17 0.822214 -3.305440 1.756767
H18 1.850600 -6.038828 1.203256
H19 3.335778 -4.080674 1.847770
H20 2.564183 -2.925296 0.502662
H21 3.820685 -4.345861 -0.048789
C15 -5.597269 5.162376 1.984621
C16 -5.742691 5.466795 3.337835
C17 -5.331603 4.551013 4.307691
C18 -4.784160 3.321019 3.923123
C19 -4.661510 3.006657 2.570250
C20 -5.058339 3.934358 1.598341
C21 -4.131497 1.692377 2.153322
O1 -4.020122 1.416828 0.965091
C22 -3.746184 0.712418 3.188356
C23 -3.296662 -0.558706 2.807548
C24 -2.917582 -1.486879 3.779716
C25 -2.977146 -1.146253 5.130754
C26 -3.429865 0.117331 5.513173
C27 -3.824383 1.044942 4.539918
C28 -4.335574 2.365940 4.955854
O2 -4.392620 2.664451 6.143218
H22 -5.909127 5.879810 1.228739
H23 -6.174469 6.418719 3.638815
H24 -5.443391 4.797644 5.362239
H25 -4.952964 3.701397 0.540199
H26 -3.244131 -0.831517 1.754732
H27 -2.573797 -2.475138 3.482012
H28 -2.675062 -1.866524 5.887967
H29 -3.478279 0.374434 6.570026
C29 7.780798 2.685008 -2.947216
C30 7.357883 3.801075 -2.225728
C31 6.120724 3.787148 -1.579576
C32 5.297841 2.657541 -1.665146
C33 5.710025 1.551147 -2.406853
C34 6.959732 1.560316 -3.039986
C35 4.828969 0.373557 -2.545041
O3 5.191790 -0.600165 -3.193465
C36 3.501758 0.389982 -1.898264
C37 2.632997 -0.695796 -2.069091
C38 1.381212 -0.694215 -1.449939
C39 0.998090 0.384225 -0.653033
C40 1.859263 1.469681 -0.485669
C41 3.109763 1.476517 -1.117759
C42 3.998745 2.644981 -0.963624
O4 3.660897 3.595252 -0.267178
H30 8.748940 2.692308 -3.443169
H31 7.992363 4.682441 -2.164008
H32 5.799397 4.660105 -1.013810
H33 7.294088 0.694919 -3.609488
H34 2.925717 -1.543157 -2.687072
H35 0.706098 -1.535989 -1.588176
H36 0.025987 0.382490 -0.164739
H37 1.551335 2.310271 0.133986
C43 1.248778 4.247842 -3.460641
C44 0.159047 4.842534 -4.096120
C45 0.367644 5.789320 -5.100289
C46 1.670742 6.151907 -5.462145
C47 2.759834 5.575392 -4.809734
C48 2.548649 4.612345 -3.814420
C49 4.137536 5.986619 -5.148709
O5 5.094907 5.478088 -4.578565
C50 4.344226 7.025106 -6.177739
C51 5.642014 7.465990 -6.467929
C52 5.847457 8.438235 -7.449178
C53 4.761599 8.964783 -8.148130
C54 3.467203 8.531491 -7.857202
C55 3.257671 7.566640 -6.862972
C56 1.882009 7.141030 -6.537756
O6 0.926742 7.606679 -7.148355
H38 1.086386 3.503218 -2.684440
H39 -0.854192 4.567714 -3.811514
H40 -0.487839 6.245584 -5.595637
H41 3.394317 4.147962 -3.310203
H42 6.495544 7.057695 -5.929050
H43 6.855538 8.782930 -7.669252
H44 4.921966 9.716873 -8.917584
H45 2.623922 8.950665 -8.403603

Forces on atoms 1 to 2 (eV/Å):
-0.5 0.3 -0.4
1.0 1.1 -0.7